[1]
{"formula": "C17H28O3", "method": "the ωB97M-V functional and the def2-TZVPD basis", "de_lowest_kcal_mol": 0.8, "smiles": "CCCCCCC[C@@H]1CC(=O)C=C(C)[C@H]1C(=O)OCC", "largest_force_ev_per_a": 0.6, "homo_lumo_gap_ev": 9.98, "total_charge": 0, "total_energy_ev": -24226.574, "homo_energy_ev": -9.5, "species": ["C", "C", "C", "C", "C", "C", "C", "H", "H", "C", "C", "C", "O", "C", "C", "C", "H", "H", "H", "C", "C", "O", "O", "C", "C", "H", "H", "H", "H", "H", "H", "H", "H", "H", "H", "H", "H", "H", "H", "H", "H", "H", "H", "H", "H", "H", "H", "H"], "coordinates": [[-3.351, 1.880, -1.968], [-2.537, 2.627, -3.018], [-1.030, 2.506, -2.785], [-0.543, 3.353, -1.610], [0.964, 3.247, -1.363], [1.465, 1.830, -1.076], [0.831, 1.221, 0.173], [1.127, 1.822, 1.037], [-0.254, 1.268, 0.090], [1.234, -0.241, 0.412], [0.624, -1.160, -0.648], [-0.886, -1.171, -0.585], [-1.579, -1.251, -1.579], [-1.452, -1.102, 0.761], [-0.732, -0.875, 1.865], [-1.343, -0.794, 3.220], [-2.393, -1.072, 3.200], [-0.803, -1.452, 3.901], [-1.254, 0.221, 3.610], [0.763, -0.678, 1.806], [1.412, -1.961, 2.333], [1.243, -2.369, 3.453], [2.188, -2.559, 1.435], [2.819, -3.782, 1.826], [1.880, -4.966, 1.651], [1.531, -5.025, 0.623], [2.403, -5.885, 1.900], [1.021, -4.861, 2.310], [3.136, -3.699, 2.871], [3.691, -3.869, 1.176], [1.031, 0.089, 2.543], [-2.527, -1.209, 0.820], [0.940, -0.876, -1.652], [0.961, -2.185, -0.480], [2.325, -0.320, 0.366], [2.550, 1.862, -0.946], [1.261, 1.205, -1.944], [1.224, 3.894, -0.520], [1.492, 3.625, -2.242], [-0.781, 4.401, -1.812], [-1.081, 3.071, -0.705], [-0.498, 2.820, -3.686], [-0.804, 1.454, -2.610], [-2.772, 2.209, -4.000], [-2.824, 3.682, -3.030], [-3.049, 0.836, -1.933], [-3.211, 2.314, -0.980], [-4.411, 1.925, -2.208]], "forces_ev_per_a": [[0.038, 0.131, -0.166], [0.103, -0.182, 0.039], [-0.194, 0.284, 0.108], [0.202, -0.108, -0.159], [-0.087, -0.102, 0.013], [-0.130, 0.174, 0.159], [0.268, -0.157, -0.252], [-0.071, 0.042, 0.066], [-0.090, 0.103, 0.080], [-0.057, 0.113, 0.131], [0.109, 0.041, -0.232], [0.477, 0.007, -0.163], [-0.062, -0.010, 0.021], [-0.288, 0.028, 0.343], [-0.161, -0.036, -0.126], [-0.137, -0.108, 0.053], [-0.090, 0.014, 0.008], [-0.048, 0.037, 0.051], [0.026, 0.101, 0.046], [0.312, -0.147, -0.200], [-0.112, 0.357, 0.242], [0.075, -0.146, 0.081], [0.112, 0.073, -0.326], [0.127, -0.503, 0.304], [0.083, 0.402, 0.008], [-0.018, -0.054, -0.088], [0.042, -0.125, 0.018], [-0.050, -0.040, 0.045], [0.027, 0.011, -0.202], [-0.091, 0.051, 0.101], [-0.029, -0.079, -0.039], [-0.118, -0.024, 0.041], [-0.091, -0.036, -0.001], [-0.028, 0.021, -0.063], [-0.088, 0.004, 0.013], [0.033, -0.073, -0.045], [0.066, -0.077, -0.063], [0.086, 0.057, -0.015], [0.035, 0.088, 0.012], [-0.080, 0.013, 0.052], [-0.082, 0.062, 0.069], [0.095, -0.059, -0.029], [0.083, -0.125, -0.063], [-0.037, 0.076, -0.037], [-0.006, 0.041, -0.095], [-0.010, -0.120, 0.050], [-0.023, 0.006, 0.150], [-0.123, -0.021, 0.061]]}

***

[2]
{"formula": "C2HClO2S", "method": "the ωB97M-V functional and the def2-TZVPD basis", "de_lowest_kcal_mol": 55.5, "smiles": "C#CS(=O)(=O)Cl", "largest_force_ev_per_a": 3.9, "homo_lumo_gap_ev": 11.36, "total_charge": 0, "total_energy_ev": -29539.319, "homo_energy_ev": -11.5, "species": ["C", "C", "O", "O", "S", "Cl", "H"], "coordinates": [[-0.169, 0.182, 0.055], [-1.018, 0.917, 0.558], [-2.874, 1.563, 2.515], [-3.192, 2.203, 0.152], [-2.332, 1.984, 1.266], [-1.198, 3.565, 1.710], [0.597, -0.299, -0.486]], "forces_ev_per_a": [[-2.558, 2.575, 1.367], [0.688, -0.985, 0.088], [0.591, -0.328, -0.458], [0.332, 0.456, 0.299], [0.573, -1.636, -0.975], [0.087, 0.357, -0.219], [0.287, -0.439, -0.103]]}

***

[3]
{"formula": "C6H7NO", "method": "the ωB97M-V functional and the def2-TZVPD basis", "de_lowest_kcal_mol": 134.4, "largest_force_ev_per_a": 14.0, "homo_lumo_gap_ev": 10.19, "total_charge": 0, "total_energy_ev": -9866.831, "homo_energy_ev": -10.1, "species": ["C", "C", "C", "C", "C", "C", "H", "H", "H", "H", "H", "H", "H", "N", "O"], "coordinates": [[-0.776, -0.328, -1.803], [0.119, 0.228, -0.745], [-0.456, 0.973, 0.414], [0.720, 1.231, 1.493], [1.421, -0.103, 1.264], [0.274, -0.758, 0.506], [0.874, 0.709, -1.365], [-1.328, 1.593, -0.055], [0.276, 1.269, 2.543], [1.308, 2.223, 1.364], [1.915, -0.622, 2.187], [2.430, 0.190, 0.595], [0.575, -1.854, 0.475], [-0.909, -1.243, -2.840], [-0.936, -0.283, 0.921]], "forces_ev_per_a": [[-0.509, -9.562, -9.502], [0.868, -1.030, -1.032], [-2.469, 2.232, -0.617], [-0.854, 2.563, 0.611], [3.959, 1.715, 0.260], [4.043, -3.408, -2.238], [0.773, -0.172, 0.516], [1.501, -0.117, 2.220], [0.193, 0.070, -1.562], [-0.830, -1.886, -0.027], [-1.556, 0.812, -1.533], [-2.772, -1.366, 1.261], [-1.658, 0.984, -0.493], [0.863, 9.467, 10.334], [-1.553, -0.301, 1.803]]}